Entry 1:
# C11H22N6O5S2Y

C11H22N6O5S2Y as an isolated structure in a non-equilibrium geometry (ωB97M-V with the def2-TZVPD basis set, OMol25).

The calculation puts the LUMO energy (alpha / beta) at -2.855 / -2.851 eV. The orbital gap (alpha / beta) is 7.6 / 7.6 eV. The value obtained for the energy relative to the best compared isomer or geometry (same formula, charge and spin) is 0.0417 eV. The total charge is +1.

```
47
Properties=species:S:1:pos:R:3:mulliken_charge:R:1
Y 0.675 0.117 0.047 1.334
S 4.786 -0.546 2.739 -0.175
S -1.363 0.909 4.364 -0.169
O -2.538 -0.431 -0.469 -0.560
O 2.314 -0.956 -2.393 -0.955
O 2.363 1.903 -2.989 -0.600
O 0.421 -2.095 1.075 -0.578
O -2.647 3.803 0.663 -0.676
N 4.226 -0.816 0.069 -0.273
N 1.100 -0.775 -1.993 0.772
N 2.536 -0.068 1.537 0.262
N -2.249 1.212 1.745 -0.394
N -1.244 -0.440 -1.074 0.283
N 0.033 0.794 2.246 0.001
C 3.429 -0.024 3.683 -0.480
C -1.186 -0.959 -2.325 0.441
C 2.303 0.179 2.898 -0.385
C 0.847 2.020 -0.384 -0.905
C 3.764 -0.484 1.285 0.390
C -1.200 1.005 2.651 0.127
C 0.349 0.582 4.506 -0.419
C -2.441 -1.275 -3.024 -1.519
C 0.096 -1.132 -2.868 0.011
C 0.300 -1.647 -4.257 -1.504
C 0.954 0.531 3.273 0.001
H 0.928 -2.325 1.878 0.288
H -3.317 -0.836 -2.542 0.407
H -2.092 4.567 0.886 0.308
H 2.415 0.991 -2.685 0.290
H 3.619 -0.807 -0.782 0.100
H 0.202 1.718 -1.291 0.324
H -0.392 -2.629 1.012 0.259
H -3.125 1.205 2.270 0.300
H 1.103 3.098 -0.825 0.338
H 1.979 1.814 -0.108 0.124
H 1.376 -1.748 -4.458 0.335
H 5.181 -1.104 0.034 0.214
H 3.357 2.122 -2.828 0.348
H -2.471 0.103 0.382 0.409
H -2.174 2.103 1.214 0.397
H -0.212 -2.630 -4.367 0.343
H -0.146 -0.921 -4.974 0.321
H 3.445 0.135 4.751 0.433
H -2.557 -2.362 -3.087 0.309
H -2.375 -0.912 -4.050 0.376
H 0.866 0.411 5.440 0.436
H -2.990 4.015 -0.225 0.309
```


Entry 2:
# C11H22NO8S2V

C11H22NO8S2V as an isolated structure in a non-equilibrium geometry (ωB97M-V with the def2-TZVPD basis set, OMol25).

The calculation puts the LUMO energy at -1.440 eV. The orbital gap is 7.8 eV. The value obtained for the energy relative to the best compared isomer or geometry (same formula, charge and spin) is 0.0000 eV. The total charge is 0.

```
45
Properties=species:S:1:pos:R:3:mulliken_charge:R:1
V -5.600 0.308 -1.611 1.524
S -1.762 0.148 -1.746 1.199
S 0.716 0.367 -2.640 0.980
O 0.742 1.328 -3.696 -0.644
O -4.021 0.883 -1.173 -0.847
O -2.684 1.066 -0.835 -0.140
O -2.255 0.208 -3.076 -0.687
O -3.694 0.807 3.643 -0.562
O -3.405 -0.168 1.676 -0.272
O -7.120 -0.189 -2.023 -0.762
O 0.507 -0.966 -3.159 -0.696
N -0.383 0.728 -1.487 -0.153
C -3.082 0.779 2.617 0.579
C 2.115 1.284 0.577 -0.486
C -2.302 -1.000 1.313 0.197
C -1.804 -1.542 -1.158 -0.788
C -2.708 -1.782 0.059 -0.887
C 2.432 -0.078 1.195 -0.433
C 3.937 -0.378 1.334 -0.551
C -1.999 1.785 2.330 -0.652
C 4.445 -1.544 0.469 -1.174
C 2.551 1.483 -0.881 -0.900
C 2.285 0.312 -1.823 -0.520
H 1.056 1.485 0.726 0.023
H -2.095 -2.223 -1.949 0.527
H -3.752 -1.607 -0.183 0.191
H 5.342 -1.289 -0.089 0.260
H 3.001 0.372 -2.637 0.372
H 2.637 2.037 1.169 0.461
H 1.981 2.332 -1.260 0.415
H 3.710 -1.889 -0.254 0.372
H 4.546 0.512 1.194 0.414
H -2.644 -2.843 0.289 0.488
H -1.427 -0.393 1.071 -0.226
H -1.039 1.279 2.404 0.075
H 2.406 -0.669 -1.385 0.109
H 1.936 -0.880 0.650 0.145
H 3.586 1.808 -0.909 0.481
H -2.085 2.596 3.035 0.382
H 4.102 -0.685 2.364 0.388
H 2.001 -0.069 2.195 0.430
H -2.061 2.165 1.314 0.268
H -2.028 -1.655 2.137 0.458
H -0.798 -1.806 -0.854 0.308
H 4.712 -2.411 1.067 0.334
```


Entry 3:
# C11H23B

A 2-piece molecular cluster, C11H23B overall in a non-equilibrium geometry (ωB97M-V with the def2-TZVPD basis set, OMol25).

The calculation puts the LUMO energy (alpha / beta) at 0.787 / -0.221 eV. The orbital gap (alpha / beta) is 6.6 / 9.4 eV. The expectation value of S² is 2.01. Its spin multiplicity is 3. The total charge is 0.

```
35
Properties=species:S:1:pos:R:3:mulliken_spin:R:1
C -0.518 0.874 1.417 0.020
C -0.500 -0.347 0.427 0.893
C -1.463 1.537 0.335 0.028
C 0.947 1.306 1.364 0.110
C -0.957 0.491 -0.744 -0.039
C -1.247 0.762 2.810 0.024
C 2.612 -2.998 0.887 -0.005
C -1.268 2.929 -0.157 0.026
C 3.057 -1.087 -1.112 0.061
C -2.050 -0.286 -1.575 0.035
C -1.495 -1.331 -2.589 0.007
B 2.223 -1.735 0.145 0.849
H -1.549 3.585 0.558 -0.001
H -2.255 -1.396 -3.338 0.001
H -0.383 0.902 -1.483 0.009
H -1.867 3.072 -0.987 -0.001
H -1.079 -1.221 0.827 -0.076
H -0.351 3.213 -0.606 0.000
H 3.287 -1.676 -1.897 0.006
H 4.129 -0.773 -0.867 0.001
H 1.259 1.435 0.348 -0.011
H -1.173 1.747 3.146 0.003
H 2.701 -0.268 -1.682 0.020
H -1.360 -2.229 -2.071 0.001
H -2.548 1.436 0.409 0.002
H 3.622 -2.993 1.150 0.011
H -0.602 0.135 3.475 0.000
H 1.264 2.350 1.843 0.007
H -0.409 -1.068 -3.008 -0.001
H -2.706 -0.807 -1.014 -0.011
H 2.439 -3.769 0.088 0.017
H 1.840 -3.201 1.666 0.052
H -2.661 0.444 -2.326 0.004
H 1.450 0.512 1.924 -0.030
H -2.390 0.454 2.636 -0.010
```


Entry 4:
# C11H23BN3O6

A 2-piece molecular cluster, C11H23BN3O6 overall (ωB97M-V with the def2-TZVPD basis set, OMol25).

The calculation puts the LUMO energy at -2.564 eV. The orbital gap is 9.1 eV. The value obtained for the energy relative to the best compared isomer or geometry (same formula, charge and spin) is 0.0000 eV. The total charge is +1.

```
44
Properties=species:S:1:pos:R:3:nbo_charge:R:1
O 1.158 -5.035 -0.859 -0.564
O 2.352 0.379 0.509 -0.754
O -0.436 -3.544 0.400 -0.709
O -0.355 -3.221 2.731 -0.704
O -0.750 -2.370 -1.492 -0.536
O -0.276 -1.302 1.338 -0.948
N 1.126 -3.683 -1.336 -0.204
N -1.379 2.955 -0.072 -0.272
N -1.672 5.025 -0.624 -0.279
C 2.262 -1.462 -1.022 -0.459
C -2.069 0.798 -1.096 -0.631
C 3.170 -0.651 -0.082 -0.063
C -1.807 6.232 -1.442 -0.410
C 2.267 -2.964 -0.717 -0.238
C -0.238 -4.637 2.903 -0.249
C -1.589 3.657 1.089 -0.031
C -1.100 1.507 -0.170 -0.218
C -0.103 -3.130 -0.844 0.913
C -1.775 4.955 0.745 -0.049
C -1.431 3.802 -1.091 0.247
B -0.345 -2.679 1.493 1.284
H 2.707 0.619 1.373 0.480
H -1.113 -5.154 2.501 0.192
H -1.828 -0.263 -1.111 0.278
H -1.971 5.832 1.335 0.254
H -1.588 3.164 2.044 0.255
H -2.001 1.171 -2.119 0.204
H -3.098 0.917 -0.753 0.219
H 2.016 -5.366 -1.160 0.473
H 2.252 -3.123 0.375 0.174
H 3.180 -3.423 -1.111 0.211
H 2.526 -1.290 -2.069 0.228
H -1.170 1.107 0.836 0.239
H -1.963 7.078 -0.781 0.237
H -0.900 6.389 -2.019 0.234
H -0.069 1.384 -0.503 0.235
H 0.617 -0.944 1.463 0.512
H -0.165 -4.833 3.974 0.196
H 1.254 -1.071 -0.893 0.233
H 4.012 -0.215 -0.630 0.182
H -1.302 3.545 -2.129 0.246
H 3.591 -1.277 0.715 0.170
H -2.660 6.133 -2.108 0.235
H 0.664 -5.012 2.410 0.185
```


Entry 5:
# C11H23Br8NO

A 5-piece molecular cluster, C11H23Br8NO overall in a non-equilibrium geometry (ωB97M-V with the def2-TZVPD basis set, OMol25).

The calculation puts the LUMO energy (alpha / beta) at -3.265 / -8.437 eV. The orbital gap (alpha / beta) is 8.7 / 3.6 eV. The expectation value of S² is 0.78. Its spin multiplicity is 2. The total charge is +1.

```
44
Properties=species:S:1:pos:R:3:mulliken_spin:R:1
Br -2.245 -0.428 0.319 0.000
Br -1.951 1.369 7.341 0.000
Br 2.650 -2.844 1.738 0.000
Br -0.694 3.149 -3.922 0.011
Br 1.598 2.402 4.285 0.000
Br 0.767 -0.111 -1.086 0.005
Br 2.037 -6.523 2.021 0.000
Br 0.021 6.387 -2.645 0.000
O -2.100 -1.943 -7.196 0.387
N -1.588 -0.873 -5.300 0.570
C -1.779 -0.535 -3.907 0.037
C -0.644 -0.643 1.455 0.000
C -0.131 1.673 6.494 0.000
C 0.522 0.267 0.861 0.001
C 2.534 -5.267 3.508 0.000
C 0.028 4.688 -1.559 0.000
C -2.237 -1.802 -5.993 -0.141
C 1.822 -3.922 3.291 0.000
C 0.548 3.479 -2.304 0.000
C -0.516 -0.080 -6.005 0.005
C -0.114 1.574 4.945 0.000
H 0.292 1.332 0.883 0.000
H 3.604 -5.221 3.307 0.000
H -0.415 -0.343 -7.058 0.010
H 0.459 0.043 -5.532 0.009
H -0.891 -0.622 -3.280 0.032
H 2.291 -5.729 4.465 0.000
H -0.984 4.338 -1.355 0.000
H -0.269 -1.654 1.621 0.000
H 2.067 -3.410 4.221 0.000
H 0.735 -3.942 3.211 0.000
H -2.932 -2.329 -5.322 -0.005
H -0.931 0.912 -6.184 0.030
H -0.950 1.966 4.366 0.000
H 0.093 2.674 6.864 0.000
H -0.009 0.516 4.706 0.000
H -2.610 -0.997 -3.374 0.007
H -1.983 0.536 -3.896 0.039
H 0.568 2.630 -1.622 0.001
H 0.553 0.931 6.907 0.000
H -0.719 -0.295 2.485 0.000
H 0.464 4.910 -0.585 0.000
H 1.594 3.439 -2.607 0.000
H 1.445 0.298 1.439 0.000
```


| no. | calculated total energy (eV) |
| --- | --- |
| 1 | -53647.73668 |
| 2 | -76984.50617 |
| 3 | -12448.43807 |
| 4 | -29207.59310 |
| 5 | -575647.13754 |